Formula: C10H14N2O2
Source: the Open Molecules 2025 dataset
Level of theory: wB97M-V/def2-TZVPD

Last columns: bonded neighbours and bond lengths (Å).
Element x y z (Å)
1 O -0.82480 -2.58927 -0.19109  N4 1.216
2 O -2.43733 -1.63596 -1.20138  N4 1.208
3 N -1.47938 -0.66021 0.47768  N4 1.294, C7 1.423
4 N -1.58890 -1.65547 -0.34167  O1 1.216, O2 1.208, N3 1.294
5 C 1.79614 -0.46194 0.87203  C6 1.388, C9 1.432, C10 1.414
6 C 0.86618 -0.81573 1.83914  C5 1.388, H17 1.064, H28 1.032
7 C -2.04103 0.63255 0.28534  N3 1.423, C12 1.481, C13 1.558, H16 1.124
8 C 2.96364 1.25925 -0.40767  C10 1.379, C11 1.443, H15 1.102
9 C 2.30244 -1.43678 -0.04681  C5 1.432, C14 1.406, H20 1.126
10 C 2.12736 0.88991 0.62420  C5 1.414, C8 1.379, H23 1.067
11 C 3.47397 0.26828 -1.32402  C8 1.443, C14 1.367, H18 1.056
12 C -1.89655 1.05526 -1.12648  C7 1.481, H19 1.125, H26 0.990, H27 1.088
13 C -3.51605 0.80771 0.75645  C7 1.558, H21 1.052, H22 1.065, H25 1.019
14 C 3.23722 -1.04325 -1.02097  C9 1.406, C11 1.367, H24 1.107
15 H 2.97116 2.34692 -0.58321  C8 1.102
16 H -1.37597 1.18000 1.00680  C7 1.124
17 H 0.16728 -0.30913 2.46179  C6 1.064
18 H 4.28823 0.33747 -1.99253  C11 1.056
19 H -0.98876 0.59675 -1.60814  C12 1.125
20 H 1.81800 -2.43756 0.12835  C9 1.126
21 H -3.48781 0.53020 1.77048  C13 1.052
22 H -4.18150 0.31219 0.08852  C13 1.065
23 H 1.71271 1.54474 1.35685  C10 1.067
24 H 3.75101 -1.82679 -1.61133  C14 1.107
25 H -3.77400 1.79325 0.79363  C13 1.019
26 H -2.78185 1.01451 -1.56838  C12 0.990
27 H -1.71872 2.12003 -1.26487  C12 1.088
28 H 0.61729 -1.81694 1.82730  C6 1.032

Values from the calculation:
LUMO (alpha / beta) (eV): -2.56 / -1.71
Total charge: 0
Energy relative to the best compared isomer or geometry (same formula, charge and spin) (kJ/mol): 674.3
Frontier orbital gap (alpha / beta) (Eh): 0.188 / 0.275
E (a.u.): -649.14375
HOMO (alpha / beta) (eV): -7.684 / -9.179